1.
Density functional theory data (ωB97M-V/def2-TZVPD) for a 11-piece molecular cluster, C15H52N8O11 overall.

- Largest force on an atom: 9.55 eV/Å
- Structure (SMILES): NC(N)=O.NC(N)=O.NC(N)=O.NC(N)=O.CCO.CCO.CCO.CCO.CO.CO.CO
- DFT total energy: -1868.26053 Ha
- Orbital gap: 0.327 Eh
- E_HOMO: -8.792 eV
- Energy relative to the best compared isomer or geometry (same formula, charge and spin): 34.4 kcal/mol
- Net charge: 0

```
86
Properties=species:S:1:pos:R:3:mulliken_charge:R:1
N 5.46 -0.74 -1.11 -0.39
C 4.17 -0.89 -0.97 0.49
N 3.81 -1.67 0.02 0.18
O 3.24 -0.37 -1.84 -0.78
H 5.78 -0.50 -2.04 0.31
H 6.04 -1.44 -0.61 0.22
H 2.77 -1.61 0.20 -0.33
H 4.39 -2.42 0.39 0.33
N 2.06 3.63 -3.13 -0.19
C 3.05 3.54 -2.29 0.40
N 2.95 2.58 -1.41 -0.03
O 4.16 4.32 -2.22 -0.79
H 2.09 4.38 -3.79 0.21
H 1.41 2.92 -3.30 0.31
H 3.75 2.46 -0.72 0.10
H 2.28 1.81 -1.45 0.02
N 0.99 0.73 -1.80 0.77
C 0.10 1.08 -2.67 0.06
N 0.54 1.25 -3.88 -0.44
O -1.28 1.10 -2.38 -0.80
H 0.74 0.75 -0.73 -0.74
H 1.89 0.34 -2.02 0.83
H -0.25 1.39 -4.63 0.32
H 1.57 1.01 -4.01 0.25
N 0.68 1.05 0.85 0.66
C -0.43 0.43 1.23 -0.90
N -1.41 0.32 0.32 0.58
O -0.52 -0.23 2.51 -0.76
H 1.59 0.87 1.35 -0.21
H 0.51 2.09 0.71 0.61
H -2.31 -0.20 0.47 0.52
H -1.27 0.83 -0.53 0.13
C -5.92 -1.37 -0.79 -1.36
C -4.91 -0.27 -0.29 0.06
O -3.82 -0.79 0.38 -0.74
H -6.44 -1.64 0.11 0.39
H -5.44 -2.20 -1.34 0.30
H -6.70 -0.85 -1.33 0.40
H -5.50 0.41 0.39 0.25
H -4.46 0.31 -1.08 0.08
H -3.90 -1.70 0.57 -0.03
C -2.52 4.07 -1.01 -0.98
C -3.54 3.09 -0.42 -0.01
O -3.03 2.57 0.82 -0.57
H -1.58 3.68 -1.32 0.03
H -2.47 4.86 -0.28 0.31
H -2.98 4.41 -1.90 0.46
H -3.71 2.32 -1.17 0.02
H -4.45 3.63 -0.10 0.40
H -2.58 1.74 0.69 0.34
C 1.69 -4.16 -0.39 -1.90
C 0.55 -3.28 0.16 0.29
O 1.07 -1.93 0.20 -0.02
H 1.44 -5.20 -0.51 0.37
H 2.58 -4.11 0.19 0.34
H 2.06 -3.76 -1.30 0.42
H 0.24 -3.67 1.19 -0.07
H -0.25 -3.22 -0.53 0.34
H 0.40 -1.29 0.26 0.25
C -2.68 -3.45 1.57 -1.22
C -2.68 -4.32 0.29 -0.01
O -3.16 -3.72 -0.83 -0.41
H -2.19 -2.47 1.43 0.24
H -2.25 -4.00 2.36 0.38
H -3.73 -3.12 1.78 0.44
H -3.35 -5.20 0.49 0.35
H -1.66 -4.82 0.11 0.21
H -3.06 -4.19 -1.65 0.26
C 2.74 0.66 3.50 -0.94
O 3.01 0.10 2.26 -0.51
H 1.73 0.63 3.73 0.37
H 3.06 1.68 3.77 0.29
H 3.14 -0.05 4.30 0.31
H 3.95 -0.16 2.26 0.27
C 0.98 5.00 0.46 -0.89
O 0.84 3.64 0.16 -0.60
H 0.60 5.20 1.49 0.29
H 0.33 5.60 -0.19 0.20
H 2.01 5.22 0.31 0.42
H 1.60 3.41 -0.37 0.28
C 0.91 -2.90 3.73 -0.34
O 1.91 -2.63 2.83 -0.48
H 0.81 -1.95 4.29 0.21
H 1.08 -3.69 4.40 0.36
H -0.08 -3.13 3.30 -0.07
H 1.75 -1.76 2.55 0.27
```


2.
Density functional theory data (ωB97M-V/def2-TZVPD) for a 10-piece molecular cluster, C15H53N4O9 overall.

- Largest force on an atom: 3.71 eV/Å
- DFT total energy: -1499.19339 Ha
- Spin multiplicity: 2
- Orbital gap (alpha / beta): 0.242 / 0.166 Eh
- E_HOMO (alpha / beta): -7.106 / -7.096 eV
- Net charge: 0

```
81
Properties=species:S:1:pos:R:3:mulliken_charge:R:1
N -26.70 21.43 5.89 0.95
H -27.60 21.34 5.45 0.48
H -26.47 22.35 6.24 0.28
H -25.85 21.20 5.38 -0.19
H -26.67 20.99 6.80 -0.16
C -26.65 25.00 5.83 -0.57
O -25.74 24.07 6.47 -0.50
H -27.47 25.44 6.40 0.28
H -26.11 25.83 5.37 0.34
H -27.10 24.54 4.95 0.19
C -27.73 18.26 7.13 -0.72
C -27.61 19.18 8.39 -0.41
O -26.49 20.08 8.37 -0.92
H -26.74 17.84 6.97 0.18
H -28.24 18.71 6.27 -0.12
H -28.26 17.39 7.52 0.58
H -27.48 18.54 9.26 0.46
H -28.59 19.64 8.54 -0.09
O -25.84 23.92 9.09 -0.57
H -26.72 24.18 9.38 0.29
H -25.96 23.66 8.17 0.32
O -23.99 18.71 8.23 -0.68
H -23.86 18.71 9.18 0.32
H -24.85 19.12 8.10 0.16
O -29.25 21.04 5.06 -0.75
H -29.61 20.16 4.91 0.21
H -29.68 21.59 4.41 0.26
O -24.32 21.73 9.23 -0.62
H -23.61 21.12 9.06 0.29
H -25.06 21.39 8.73 0.37
C -22.28 20.13 3.93 -1.68
C -23.81 20.28 4.31 1.03
C -24.62 19.06 4.05 -1.18
O -25.98 19.30 4.18 0.27
C -26.91 18.34 3.61 -0.89
N -23.87 20.72 5.80 -0.28
H -21.94 19.15 4.28 0.40
H -21.76 21.00 4.34 0.40
H -22.42 20.09 2.85 0.42
H -24.26 21.10 3.75 -0.44
H -24.23 18.24 4.65 0.40
H -24.46 18.65 3.06 0.52
H -27.95 18.66 3.73 0.12
H -26.68 17.38 4.06 0.34
H -26.70 18.21 2.55 0.36
H -23.07 21.31 5.97 0.23
H -23.97 19.91 6.39 0.12
C -31.68 20.78 8.17 -1.31
C -31.58 22.26 7.88 0.68
C -31.98 23.14 9.02 -0.63
O -33.37 23.04 9.39 -0.30
C -33.73 23.91 10.45 -0.74
N -30.31 22.58 7.34 -0.50
H -32.36 20.59 9.01 0.41
H -30.73 20.30 8.39 0.12
H -32.16 20.19 7.39 0.30
H -32.38 22.28 7.15 0.09
H -31.80 24.16 8.66 0.33
H -31.31 22.99 9.87 0.36
H -33.08 23.91 11.32 0.31
H -34.73 23.62 10.76 0.26
H -33.78 24.96 10.15 0.30
H -30.05 22.03 6.54 0.21
H -30.45 23.49 6.92 0.25
C -22.50 23.75 3.03 -0.91
C -23.35 24.64 2.15 0.42
C -24.84 24.41 2.12 -0.46
O -24.97 23.03 1.85 -0.29
C -26.30 22.56 2.11 -0.50
N -23.02 26.02 2.45 -0.77
H -22.25 22.84 2.48 0.24
H -23.05 23.45 3.92 -0.02
H -21.64 24.32 3.38 0.44
H -23.05 24.46 1.12 0.28
H -25.25 25.10 1.38 0.34
H -25.04 24.76 3.14 0.14
H -26.64 21.96 1.27 0.28
H -27.11 23.23 2.40 0.37
H -26.15 21.89 2.96 0.03
H -23.44 26.65 1.78 0.24
H -22.04 26.19 2.30 0.26
```


3.
Density functional theory data (ωB97M-V/def2-TZVPD) for a 12-piece molecular cluster, C15H54N18O12 overall.

- Largest force on an atom: 8.05 eV/Å
- Structure (SMILES): NC(N)=O.NC(N)=O.NC(N)=O.NC(N)=O.NC(N)=O.NC(N)=O.NC(N)=O.NC(N)=O.NC(N)=O.CCO.CCO.CCO
- DFT total energy: -2492.62384 Ha
- Orbital gap: 0.318 Eh
- E_HOMO: -8.781 eV
- Energy relative to the best compared isomer or geometry (same formula, charge and spin): 105.6 kcal/mol
- Net charge: 0

```
99
Properties=species:S:1:pos:R:3:mulliken_charge:R:1
N -2.22 -2.68 -3.36 -0.08
C -1.80 -3.48 -4.22 0.60
N -2.54 -4.52 -4.36 -0.43
O -0.80 -3.28 -4.89 -0.73
H -1.64 -1.86 -3.40 0.03
H -3.13 -2.82 -2.95 0.20
H -3.48 -4.64 -3.99 0.16
H -2.06 -5.21 -4.91 0.26
N 2.55 3.03 -2.27 -0.16
C 1.67 3.65 -1.66 0.64
N 1.51 4.84 -2.06 -0.49
O 0.88 3.22 -0.86 -0.47
H 2.76 2.09 -1.99 -0.06
H 3.08 3.50 -3.00 0.16
H 2.13 5.43 -2.61 0.15
H 0.65 5.23 -1.70 0.26
N 3.09 4.34 1.95 -0.45
C 2.02 3.72 2.25 0.47
N 1.09 4.49 2.75 -0.45
O 1.93 2.50 2.17 -0.32
H 3.10 5.35 1.91 0.22
H 3.79 3.97 1.32 0.27
H 1.24 5.49 2.69 0.18
H 0.18 4.06 2.85 0.12
N 4.55 1.48 1.12 -0.27
C 4.35 0.88 0.00 0.40
N 3.09 0.74 -0.27 0.83
O 5.26 0.58 -0.77 -0.79
H 5.50 1.59 1.45 0.22
H 3.73 1.85 1.58 0.03
H 2.45 0.72 0.52 -0.38
H 2.94 0.21 -1.11 0.05
N -2.31 -3.30 1.84 -0.26
C -3.31 -2.89 1.12 0.79
N -3.25 -3.36 -0.04 -0.24
O -4.15 -2.05 1.54 -0.92
H -1.73 -4.08 1.54 -0.01
H -2.20 -2.97 2.79 0.17
H -2.44 -3.94 -0.21 0.11
H -3.74 -3.02 -0.86 0.15
N -2.73 4.73 3.83 -0.38
C -2.30 3.52 4.10 0.73
N -2.07 2.84 3.00 -0.16
O -2.14 3.04 5.16 -0.64
H -2.57 5.21 2.96 0.18
H -3.19 5.23 4.58 0.22
H -1.76 1.88 3.07 -0.16
H -2.13 3.28 2.09 0.13
N 0.75 0.42 3.92 -0.07
C 1.39 -0.76 4.08 0.68
N 0.58 -1.63 4.67 -0.36
O 2.53 -0.94 3.70 -0.68
H -0.15 0.50 4.37 0.12
H 1.25 1.06 3.32 -0.06
H -0.34 -1.36 4.98 0.16
H 0.93 -2.55 4.88 0.24
N -5.42 0.21 0.16 -0.32
C -4.36 0.93 -0.03 0.57
N -3.39 0.42 0.77 0.01
O -4.26 1.94 -0.69 -0.71
H -5.34 -0.57 0.80 0.16
H -6.34 0.51 -0.14 0.23
H -3.59 -0.44 1.25 0.45
H -2.47 0.85 0.77 -0.17
N 1.98 -2.50 -3.68 -0.37
C 2.51 -1.61 -2.93 0.81
N 3.55 -2.10 -2.37 -0.36
O 2.10 -0.46 -2.86 -0.75
H 2.24 -3.47 -3.57 0.18
H 1.10 -2.30 -4.15 0.14
H 3.62 -3.11 -2.38 0.16
H 4.17 -1.55 -1.80 0.14
C 2.24 -4.02 0.08 -1.06
C 1.61 -3.90 1.48 0.44
O 0.76 -5.05 1.70 -0.61
H 2.95 -3.19 0.05 0.28
H 1.60 -3.84 -0.78 0.23
H 2.80 -4.91 -0.17 0.36
H 1.07 -2.96 1.61 -0.25
H 2.40 -3.90 2.22 0.34
H 0.12 -5.17 1.00 0.29
C -1.58 1.64 -2.86 -0.33
C -0.94 1.09 -4.18 -0.41
O -0.46 -0.23 -3.95 -0.41
H -2.14 2.53 -3.16 0.54
H -0.85 1.87 -2.08 -0.19
H -2.35 0.94 -2.53 0.01
H -0.03 1.64 -4.40 0.31
H -1.67 1.15 -4.99 0.32
H 0.31 -0.39 -3.40 -0.03
C -0.55 -0.85 -0.52 0.35
C -0.11 -0.41 0.84 0.31
O -0.55 0.90 1.11 0.29
H -1.60 -0.70 -0.77 0.07
H -0.36 -1.92 -0.58 0.24
H -0.06 -0.27 -1.31 -0.57
H 0.95 -0.53 1.06 0.08
H -0.70 -1.00 1.55 -0.27
H 0.27 1.40 1.21 -0.39
```


4.
Density functional theory data (ωB97M-V/def2-TZVPD) for a 12-piece molecular cluster, C15H54O12 overall.

- Largest force on an atom: 1.92 eV/Å
- Structure (SMILES): CC(C)O.CC(C)O.CC(C)O.CC(C)O.CC(C)O.O.O.O.O.O.O.O
- DFT total energy: -1506.75846 Ha
- Orbital gap: 0.364 Eh
- E_HOMO: -9.938 eV
- Energy relative to the best compared isomer or geometry (same formula, charge and spin): 8.6 kcal/mol
- Net charge: 0

```
81
Properties=species:S:1:pos:R:3:mulliken_charge:R:1
C 2.26 -0.41 4.80 -1.08
C 2.40 0.18 3.38 0.64
C 2.47 -0.92 2.33 -0.98
O 1.30 1.02 3.07 -0.35
H 2.50 0.28 5.61 0.44
H 3.06 -1.15 4.91 0.47
H 1.29 -0.88 4.97 -0.11
H 3.32 0.77 3.41 0.26
H 3.36 -1.53 2.52 0.56
H 2.65 -0.42 1.38 0.03
H 1.59 -1.55 2.22 0.16
H 0.65 1.04 3.77 0.03
C -0.83 -2.15 3.75 -0.57
C -1.12 -1.71 5.14 0.08
C -0.43 -2.51 6.25 -1.07
O -0.80 -0.32 5.32 -0.49
H -1.23 -3.15 3.57 0.46
H 0.24 -2.13 3.54 0.00
H -1.30 -1.60 2.93 -0.10
H -2.20 -1.82 5.30 0.48
H -0.76 -2.43 7.29 0.39
H 0.63 -2.27 6.28 0.17
H -0.60 -3.55 5.97 0.32
H -1.31 -0.07 6.10 0.29
C 5.85 -0.23 -3.19 -1.46
C 4.53 -0.93 -3.11 0.54
C 3.68 -0.44 -1.95 -0.84
O 3.82 -0.61 -4.34 -0.58
H 5.78 0.86 -3.07 0.34
H 6.27 -0.32 -4.20 0.35
H 6.62 -0.53 -2.49 0.36
H 4.65 -2.01 -3.00 0.24
H 2.63 -0.74 -1.96 0.10
H 3.70 0.64 -1.81 0.31
H 4.11 -0.87 -1.03 0.31
H 3.06 -1.19 -4.34 0.33
C -3.27 2.55 -5.38 -1.39
C -2.73 1.21 -4.86 0.62
C -2.31 0.30 -6.01 -1.42
O -1.60 1.47 -4.02 -0.52
H -4.22 2.36 -5.88 0.41
H -2.58 3.06 -6.05 0.36
H -3.45 3.17 -4.50 0.34
H -3.49 0.66 -4.30 0.31
H -1.93 -0.64 -5.61 0.36
H -1.52 0.80 -6.58 0.31
H -3.12 0.14 -6.72 0.40
H -1.04 2.08 -4.51 0.26
C -1.17 0.50 0.86 -0.71
C -1.01 0.70 -0.64 1.34
C -0.08 -0.35 -1.22 -0.96
O -2.27 0.65 -1.26 -0.87
H -1.72 1.39 1.20 0.28
H -0.23 0.41 1.38 0.02
H -1.84 -0.34 1.04 -0.08
H -0.54 1.67 -0.81 -0.03
H 0.88 -0.27 -0.70 -0.11
H 0.19 -0.14 -2.26 0.45
H -0.43 -1.38 -1.19 0.13
H -2.16 0.81 -2.21 0.35
O 1.17 2.90 0.87 -0.62
H 1.79 2.72 0.15 0.33
H 1.21 2.11 1.43 0.12
O -2.50 -2.47 -1.14 -0.75
H -2.25 -1.54 -1.11 0.44
H -2.88 -2.64 -0.26 0.40
O -2.89 3.36 -1.13 -0.64
H -2.88 2.39 -1.21 0.44
H -3.31 3.53 -0.28 0.28
O -0.34 -3.61 -2.72 -0.61
H -0.53 -4.54 -2.89 0.28
H -0.99 -3.35 -2.05 0.41
O -0.44 4.62 -0.89 -0.67
H 0.21 4.06 -0.45 0.36
H -1.15 4.00 -1.14 0.40
O -0.89 3.68 3.13 -0.65
H -0.75 2.89 3.65 0.29
H -0.39 3.53 2.32 0.37
O -3.99 -2.85 1.19 -0.62
H -3.92 -2.35 2.01 0.29
H -4.50 -3.63 1.43 0.28
```


5.
Density functional theory data (ωB97M-V/def2-TZVPD) for a 12-piece molecular cluster, C15H54O12 overall.

- Largest force on an atom: 3.55 eV/Å
- Structure (SMILES): CCO.CCO.CCO.CCO.CCO.CO.CO.CO.CO.CO.O.O
- DFT total energy: -1506.48735 Ha
- Orbital gap: 0.373 Eh
- E_HOMO: -10.053 eV
- Energy relative to the best compared isomer or geometry (same formula, charge and spin): 178.8 kcal/mol
- Net charge: 0

```
81
Properties=species:S:1:pos:R:3:mulliken_charge:R:1
C 6.71 -1.09 -3.26 -0.93
C 7.47 0.06 -3.93 -0.27
O 8.80 -0.05 -3.56 -0.52
H 7.17 -2.02 -3.61 0.26
H 5.68 -1.23 -3.59 0.33
H 6.60 -0.88 -2.20 0.29
H 7.22 1.10 -3.70 0.26
H 7.32 0.03 -5.01 0.27
H 8.89 -0.12 -2.60 0.31
C -5.23 -4.05 -5.86 -0.98
C -4.11 -3.89 -4.84 -0.21
O -4.06 -5.21 -4.37 -0.51
H -6.10 -4.38 -5.29 0.26
H -4.98 -4.72 -6.68 0.28
H -5.47 -3.03 -6.19 0.33
H -4.34 -3.18 -4.04 0.29
H -3.12 -3.62 -5.20 0.24
H -3.80 -5.18 -3.44 0.28
C -2.39 0.47 8.37 -0.96
C -1.89 0.07 7.01 -0.19
O -1.07 1.05 6.44 -0.53
H -3.33 -0.07 8.51 0.30
H -2.61 1.48 8.71 0.32
H -1.84 -0.12 9.10 0.30
H -2.68 -0.06 6.27 0.21
H -1.35 -0.87 7.01 0.26
H -0.20 1.00 6.83 0.29
C -0.20 0.42 0.48 -0.96
C 0.07 -0.89 -0.36 -0.18
O 1.22 -1.59 0.19 -0.51
H 0.66 0.97 0.86 0.30
H -0.73 0.15 1.39 0.25
H -0.80 1.10 -0.13 0.30
H 0.23 -0.58 -1.40 0.28
H -0.83 -1.50 -0.33 0.24
H 1.54 -2.27 -0.41 0.28
C -6.52 1.06 3.70 -1.15
C -6.10 1.40 2.22 -0.09
O -6.51 0.42 1.35 -0.53
H -6.41 0.03 4.01 0.36
H -7.44 1.55 4.01 0.36
H -5.88 1.67 4.34 0.33
H -5.02 1.52 2.12 0.23
H -6.60 2.31 1.91 0.20
H -7.28 -0.03 1.70 0.30
C 5.67 -0.04 2.77 -0.41
O 6.59 1.03 2.98 -0.50
H 5.75 -0.93 3.40 0.23
H 4.66 0.37 2.79 0.22
H 5.81 -0.43 1.75 0.14
H 6.03 1.81 2.90 0.32
C -2.84 6.06 -1.14 -0.56
O -2.91 7.00 -2.19 -0.52
H -3.09 5.01 -1.30 0.23
H -1.77 6.11 -0.92 0.27
H -3.42 6.38 -0.28 0.27
H -2.56 7.85 -1.91 0.31
C 2.56 -5.76 -4.25 -0.50
O 2.78 -5.33 -2.93 -0.48
H 3.43 -5.59 -4.88 0.25
H 2.53 -6.85 -4.24 0.23
H 1.67 -5.29 -4.68 0.21
H 3.30 -6.03 -2.52 0.30
C 5.61 6.00 3.10 -0.56
O 4.58 4.97 2.94 -0.50
H 6.49 5.92 2.46 0.23
H 4.93 6.78 2.76 0.25
H 5.75 6.29 4.14 0.27
H 4.00 5.18 2.21 0.31
C -2.94 3.50 -5.06 -0.55
O -1.97 4.49 -5.26 -0.50
H -2.96 2.86 -5.94 0.25
H -2.72 2.77 -4.28 0.22
H -3.92 3.97 -4.95 0.25
H -2.13 5.11 -4.54 0.31
O -2.55 -6.09 0.11 -0.63
H -2.33 -5.39 0.73 0.31
H -2.41 -6.89 0.61 0.32
O 2.43 -4.05 3.41 -0.64
H 3.07 -4.62 2.99 0.31
H 2.17 -3.43 2.72 0.33
```


net charge of number 1 (C15H52N8O11)? 0


Which formula does entry 3 have? C15H54N18O12